No. 1
26
Properties=species:S:1:pos:R:3 method="wB97M-V/def2-TZVPD" spin_multiplicity=1 energy_ha=-569.3659 gap_ev=7.4 charge=+1
C -3.41 -0.66 0.99
C -2.65 0.02 0.04
C 2.00 0.16 -1.78
C 1.66 1.54 -1.61
C -1.30 -0.98 1.56
C 0.28 0.38 -0.51
C -0.05 -1.30 2.39
C 1.10 -1.97 -0.91
C -0.09 2.79 -0.44
N -2.58 -1.28 1.89
N -1.36 -0.25 0.44
N 1.05 -0.53 -1.10
N 0.61 1.59 -0.75
H -4.52 -0.85 0.93
H -2.67 0.64 -0.78
H 2.92 -0.31 -2.30
H 1.92 2.45 -2.18
H -0.50 -1.36 3.40
H 0.26 -2.30 1.96
H 0.67 -0.47 2.39
H 1.81 -2.33 -1.67
H 1.00 -2.11 0.18
H 0.23 -2.47 -1.23
H -1.08 2.97 -0.92
H -0.41 2.81 0.61
H 0.65 3.59 -0.37

No. 2
27
Properties=species:S:1:pos:R:3 method="wB97M-V/def2-TZVPD" spin_multiplicity=1 smiles="[H]/N=C/[C@@H](S)/C(N)=[NH+]/c1cccc(N)c1" energy_ha=-967.6591 gap_ev=8.3 charge=+1
H -0.01 4.86 -0.15
N -0.42 3.90 -0.20
C -1.12 3.60 -1.17
C -1.68 2.21 -1.40
S -1.56 1.78 -3.13
C -0.67 1.18 -0.24
N -0.85 1.50 1.01
N -0.10 0.16 -0.79
C 0.56 -0.91 -0.30
C 1.56 -1.49 -1.06
C 2.32 -2.46 -0.57
C 2.12 -2.94 0.70
C 1.05 -2.54 1.38
N 0.70 -3.17 2.57
C 0.21 -1.53 0.86
H -1.07 4.18 -2.11
H -2.66 2.26 -0.97
H -2.49 0.95 -2.96
H -1.32 2.37 1.22
H -0.27 0.99 1.74
H -0.15 0.20 -1.83
H 1.59 -1.21 -2.07
H 3.18 -2.81 -1.18
H 2.93 -3.53 1.23
H 1.21 -3.99 2.66
H -0.30 -3.35 2.87
H -0.67 -1.26 1.34

No. 3
27
Properties=species:S:1:pos:R:3 method="wB97M-V/def2-TZVPD" spin_multiplicity=1 smiles="C=C(N)[n+]1cccn1C[n+]1ccc[nH]1" energy_ha=-623.8196 gap_ev=10.1 charge=+2
C 2.49 1.64 1.09
C 1.60 1.23 0.17
N 0.76 1.97 -0.67
N 1.31 -0.19 0.01
C 2.11 -1.05 -0.54
C 1.73 -2.35 -0.18
C 0.71 -2.25 0.71
N 0.53 -0.92 0.94
C -0.77 -0.36 1.38
N -1.62 -0.39 0.24
C -2.77 -1.01 0.08
C -3.28 -0.70 -1.15
C -2.44 0.22 -1.73
N -1.44 0.38 -0.90
H 2.97 1.07 1.75
H 2.59 2.72 1.16
H 0.89 2.89 -0.28
H 1.13 2.18 -1.55
H 2.98 -0.77 -1.16
H 2.30 -3.20 -0.50
H 0.24 -3.15 0.98
H -1.15 -1.08 2.14
H -0.66 0.62 1.67
H -3.24 -1.62 0.77
H -4.32 -0.95 -1.49
H -2.68 0.55 -2.72
H -0.60 1.05 -0.93

No. 4
28
Properties=species:S:1:pos:R:3 method="wB97M-V/def2-TZVPD" spin_multiplicity=3 energy_ha=-1022.3903 gap_ev="7.8 / 6.2" charge=0
C -2.53 0.10 -1.43
C 1.20 -2.32 -0.76
C -0.49 -2.31 0.62
C -3.95 0.69 0.17
C -1.65 0.36 -0.49
C 1.10 0.67 1.67
C 2.59 0.45 -0.27
C 0.66 2.18 -0.28
C 1.16 0.80 0.17
N -3.86 0.25 -1.05
N 0.84 -3.53 -0.44
N -0.24 -3.52 0.32
N 0.30 -1.43 -0.13
N 0.35 -0.16 -0.57
S -2.40 0.87 1.06
H -2.12 -0.17 -2.43
H 2.03 -1.90 -1.25
H -1.37 -2.13 1.23
H -4.95 0.64 0.43
H 1.19 -0.38 1.90
H 1.79 1.35 2.23
H -0.02 0.85 1.97
H 2.59 0.23 -1.34
H 3.19 -0.44 0.05
H 3.15 1.31 0.00
H 1.32 2.60 -0.98
H -0.25 2.00 -0.88
H 0.38 2.93 0.49

No. 5
24
Properties=species:S:1:pos:R:3 method="wB97M-V/def2-TZVPD" spin_multiplicity=1 energy_ha=-480.6077 gap_ev="8.0 / 8.0" charge=0
C 0.05 -0.69 2.01
C 0.82 0.65 1.73
C -0.78 1.67 0.12
C -1.59 0.47 -0.21
C 0.68 1.23 0.38
C -0.62 -0.66 -0.39
C 0.70 -0.05 -0.55
C -1.06 -1.70 -1.46
C 1.97 -0.56 -1.19
N -0.30 -1.39 0.89
O -0.10 -1.06 3.15
H 0.23 1.28 2.47
H 1.78 0.63 2.14
H -0.77 2.35 -0.69
H -1.10 2.17 1.00
H -2.22 0.26 0.70
H -2.32 0.62 -1.10
H 1.33 2.05 0.15
H -0.25 -2.46 -1.45
H -1.06 -0.98 -2.35
H -2.14 -2.03 -1.11
H 2.02 0.15 -1.98
H 1.93 -1.48 -1.74
H 2.78 -0.47 -0.51

No. 6
25
Properties=species:S:1:pos:R:3 method="wB97M-V/def2-TZVPD" spin_multiplicity=1 smiles="O=[N+]([O-])[C@@]12CCCC=C1CCC2" energy_ha=-555.8249 gap_ev=9.8 charge=0
O 2.60 0.65 -0.50
N 1.77 1.38 0.02
O 2.00 2.47 0.43
C 0.34 0.78 0.02
C -0.16 0.98 -1.36
C 0.36 -0.22 -2.19
C -0.12 -1.62 -1.78
C 0.15 -1.69 -0.37
C 0.34 -0.61 0.41
C 0.31 -0.67 1.98
C 0.03 0.74 2.40
C -0.51 1.40 1.13
H 0.32 1.91 -1.74
H -1.19 0.95 -1.28
H 1.39 -0.29 -1.85
H 0.23 0.02 -3.24
H 0.47 -2.49 -2.25
H -1.30 -1.81 -1.96
H 0.08 -2.66 0.22
H -0.47 -1.43 2.29
H 1.31 -1.12 2.38
H -0.53 0.80 3.44
H 1.03 1.25 2.62
H -1.47 1.01 0.98
H -0.57 2.48 1.02

No. 7
25
Properties=species:S:1:pos:R:3 method="wB97M-V/def2-TZVPD" spin_multiplicity=1 smiles="Cc1ccc(O)cc1.CC(N)=O" energy_ha=-555.9691 gap_ev=9.2 charge=0
C 3.76 0.21 0.66
C 2.35 0.56 0.98
C 1.56 1.44 0.17
C 0.20 1.45 0.25
C -0.45 0.75 1.27
O -1.80 0.59 1.06
C 0.34 0.28 2.30
C 1.74 0.11 2.14
H 3.87 -0.83 0.41
H 4.38 0.27 1.58
H 4.12 0.74 -0.29
H 2.02 1.95 -0.66
H -0.38 1.99 -0.50
H -2.33 0.76 1.86
H -0.14 -0.13 3.17
H 2.23 -0.55 2.86
C -2.62 -0.30 -2.76
C -2.50 -1.65 -2.01
N -1.68 -1.64 -0.90
O -3.08 -2.64 -2.37
H -2.96 -0.54 -3.79
H -1.77 0.38 -2.67
H -3.41 0.16 -2.16
H -1.73 -2.51 -0.34
H -1.72 -0.86 -0.25

No. 8
25
Properties=species:S:1:pos:R:3 method="wB97M-V/def2-TZVPD" spin_multiplicity=3 energy_ha=-555.7172 gap_ev="7.2 / 7.1" charge=0
C 0.56 -1.86 -0.18
C -0.03 -0.47 0.07
C 1.87 -0.84 -2.02
C 1.85 -1.71 -1.01
C -1.27 -0.24 1.01
C -1.17 1.23 0.69
C 2.99 -2.64 -0.53
C -2.19 1.64 -0.39
C -0.69 2.26 1.69
N -0.01 0.84 -0.20
O 0.53 1.60 -0.98
O 0.13 -2.83 0.29
H 2.85 -0.69 -2.43
H 0.94 -0.33 -2.11
H -2.08 -0.82 0.58
H -1.03 -0.48 2.08
H 3.65 -2.24 0.22
H 3.64 -2.91 -1.39
H 2.56 -3.53 -0.28
H -2.47 0.77 -1.06
H -1.91 2.53 -0.85
H -3.08 1.86 0.14
H -1.41 2.90 2.26
H 0.04 2.82 1.19
H -0.07 1.72 2.45

No. 9
27
Properties=species:S:1:pos:R:3 method="wB97M-V/def2-TZVPD" spin_multiplicity=1 energy_ha=-1352.1128 gap_ev=7.7 charge=0
C -1.12 0.46 0.74
C 0.32 2.66 0.55
C 1.46 2.14 -0.25
C 1.92 0.74 -0.14
C 2.81 0.22 0.81
C 3.14 -1.11 0.94
C 2.66 -2.02 0.00
C 2.08 -1.49 -1.26
C 1.67 -0.17 -1.26
H -2.95 -2.61 0.97
H -0.96 -2.49 2.09
H -1.39 0.64 1.84
H -0.07 -0.06 0.78
H 0.32 3.78 0.39
H 0.46 2.28 1.55
H 1.33 2.29 -1.24
H 2.42 2.69 0.12
H 2.90 0.89 1.68
H 3.69 -1.40 1.89
H 2.64 -3.24 0.19
H 1.86 -2.16 -2.11
H 1.09 -0.03 -2.11
N -2.10 -1.94 1.30
O -3.38 -0.36 -0.48
O -0.90 -1.52 -0.95
S -1.99 -0.84 -0.02
S -1.26 2.05 -0.26

No. 10
26
Properties=species:S:1:pos:R:3 method="wB97M-V/def2-TZVPD" spin_multiplicity=1 energy_ha=-1168.3122 gap_ev="6.7 / 6.7" charge=0
C 3.35 -2.67 0.08
C 3.06 1.49 0.75
C 3.47 0.21 0.57
C 2.30 1.98 -0.27
C 3.02 -0.41 -0.62
C -2.13 -1.01 -1.60
C -1.50 1.56 -0.09
C -0.54 -1.04 1.18
C 2.72 -1.74 -0.79
N 3.82 -3.40 0.81
O 0.65 -0.03 -1.31
Si -0.76 -0.11 -0.48
S 2.10 0.85 -1.55
H 3.25 2.08 1.62
H 3.96 -0.49 1.28
H 2.24 3.07 -0.48
H -2.25 -0.47 -2.47
H -2.04 -2.03 -1.89
H -3.03 -1.01 -1.09
H -0.84 2.07 0.40
H -1.84 2.16 -0.87
H -2.47 1.38 0.51
H 0.39 -0.82 1.64
H -1.36 -0.82 1.79
H -0.70 -2.13 1.18
H 2.49 -2.13 -1.74

No. 11
25
Properties=species:S:1:pos:R:3 method="wB97M-V/def2-TZVPD" spin_multiplicity=1 energy_ha=-652.8860 gap_ev="5.4 / 5.4" charge=-1
C 0.08 -1.36 -1.77
C -1.25 -1.45 -1.25
C -1.18 -1.97 0.07
C 0.20 -2.22 0.37
C 0.98 -1.84 -0.78
Tl 1.06 0.32 1.22
C -1.63 2.29 -1.46
C -0.72 2.65 -2.36
C 0.46 2.61 -2.95
N 2.91 1.10 0.72
H -2.02 -2.19 0.73
H -2.16 -1.19 -1.79
H 0.58 -2.70 1.27
H 2.06 -1.96 -0.88
H 0.34 -1.03 -2.78
H -2.69 2.02 -1.71
H 2.26 1.39 -0.13
H -1.38 2.14 -0.38
H 0.69 2.75 -3.99
H 1.32 2.45 -2.31
C 0.00 -0.30 4.10
O 0.28 -0.97 2.89
H 0.81 -0.62 4.75
H -0.96 -0.70 4.40
H -0.04 0.78 4.02

No. 12
27
Properties=species:S:1:pos:R:3 method="wB97M-V/def2-TZVPD" spin_multiplicity=1 energy_ha=-1315.8432 gap_ev="7.9 / 7.2" charge=0
C -1.91 1.34 -1.16
C -0.83 1.83 -0.48
C -2.26 -0.01 -0.91
C -0.28 1.12 0.62
C -1.69 -0.73 0.20
C -0.73 -0.16 0.94
C 0.91 3.06 1.28
C -3.34 -2.42 0.05
C 4.04 -2.55 -0.53
O 0.63 1.74 1.45
O -2.14 -1.96 0.49
O 3.24 -2.01 0.27
P 2.89 -0.52 0.62
S 4.06 0.57 -0.63
H -2.37 1.92 -1.89
H -0.48 2.76 -0.62
H -3.12 -0.49 -1.44
H 1.51 3.22 2.14
H -0.04 3.61 1.31
H 1.45 3.38 0.36
H -3.73 -3.15 0.82
H -3.33 -2.97 -0.96
H -3.95 -1.64 -0.15
H -0.54 -0.60 1.94
H 4.64 -1.99 -1.33
H 4.02 -3.64 -0.56
H 3.35 0.29 -1.83

No. 13
23
Properties=species:S:1:pos:R:3 method="wB97M-V/def2-TZVPD" spin_multiplicity=2 energy_ha=-351.2641 gap_ev="2.3 / 7.1" charge=-1
C -0.91 2.54 -1.77
C -1.00 -0.35 0.71
C -0.61 0.81 0.05
C -2.15 -1.04 0.35
C -1.34 1.29 -1.04
C -2.87 -0.57 -0.73
C -2.48 0.59 -1.40
H -0.35 -0.69 1.50
H 0.35 1.27 0.27
H -2.39 -1.94 0.90
H -3.79 -1.03 -1.08
H -1.09 2.39 -2.84
H 0.14 2.73 -1.60
H -3.09 0.91 -2.24
H -1.47 3.39 -1.42
C 2.92 -0.63 1.66
C 2.84 -1.95 0.92
H 3.51 -0.63 2.59
H 3.41 0.16 1.08
H 1.94 -0.31 1.97
H 2.33 -2.66 1.56
H 3.80 -2.35 0.57
H 2.29 -1.92 -0.02

No. 14
23
Properties=species:S:1:pos:R:3 method="wB97M-V/def2-TZVPD" spin_multiplicity=2 energy_ha=-351.2569 gap_ev="3.0 / 7.1" charge=-1
C 0.29 -0.14 2.94
C 0.60 -2.02 -0.97
C 1.75 -1.91 -0.17
C -0.60 -1.49 -0.52
C 1.63 -1.40 1.17
C -0.68 -0.87 0.76
C 0.45 -0.83 1.60
H 0.64 -2.48 -1.95
H 2.62 -2.43 -0.55
H -1.49 -1.63 -1.13
H 2.53 -1.36 1.79
H -1.62 -0.72 1.31
H 0.07 -0.82 3.76
H -0.53 0.58 2.88
H 1.21 0.36 3.26
C -0.59 2.54 -2.41
C -1.12 1.78 -1.13
H 0.16 3.29 -2.11
H -0.07 1.90 -3.10
H -1.47 3.07 -2.75
H -1.98 2.20 -0.62
H -1.55 0.87 -1.55
H -0.25 1.53 -0.53

No. 15
23
Properties=species:S:1:pos:R:3 method="wB97M-V/def2-TZVPD" spin_multiplicity=1 smiles=Cc1ccccc1.CC energy_ha=-351.2565 gap_ev=9.8 charge=0
C 1.59 0.30 -1.99
C 0.83 -0.73 -1.20
C -0.55 -0.67 -1.27
C -1.21 -1.28 -0.21
C -0.56 -2.06 0.78
C 0.80 -2.36 0.54
C 1.48 -1.65 -0.41
H 2.44 0.69 -1.64
H 0.90 1.12 -2.08
H 1.88 -0.12 -2.99
H -0.97 -0.18 -2.13
H -2.33 -1.30 -0.08
H -1.13 -2.28 1.66
H 1.37 -3.04 1.16
H 2.55 -1.84 -0.74
C -0.35 2.42 1.11
C -1.48 1.50 1.40
H 0.67 2.08 1.54
H -0.20 2.66 0.11
H -0.62 3.36 1.74
H -1.05 0.60 1.80
H -2.05 1.02 0.66
H -2.02 1.75 2.21

No. 16
23
Properties=species:S:1:pos:R:3 method="wB97M-V/def2-TZVPD" spin_multiplicity=1 smiles=Cc1ccccc1.CC energy_ha=-351.3025 gap_ev=10.0 charge=0
C -2.40 -0.32 -0.60
C -1.25 0.14 0.29
C -0.84 1.43 0.21
C 0.25 1.94 0.93
C 0.91 1.05 1.77
C 0.42 -0.27 1.92
C -0.69 -0.76 1.20
H -2.27 0.01 -1.63
H -3.25 0.28 -0.22
H -2.58 -1.39 -0.50
H -1.36 2.11 -0.45
H 0.38 3.00 0.84
H 1.82 1.24 2.33
H 0.90 -1.09 2.44
H -0.97 -1.79 1.15
C 0.90 -1.21 -2.41
C 2.31 -1.18 -1.86
H 0.19 -0.89 -1.65
H 0.71 -0.71 -3.37
H 0.46 -2.23 -2.55
H 2.43 -0.25 -1.32
H 3.05 -1.42 -2.62
H 2.32 -2.01 -1.12

No. 17
23
Properties=species:S:1:pos:R:3 method="wB97M-V/def2-TZVPD" spin_multiplicity=1 smiles=Cc1ccccc1.CC energy_ha=-351.2663 gap_ev=9.9 charge=0
C -2.19 0.69 1.49
C -1.18 0.91 0.44
C -1.50 1.20 -0.91
C -0.40 1.11 -1.77
C 0.93 1.30 -1.35
C 1.13 1.41 0.01
C 0.12 0.99 0.85
H -2.41 -0.34 1.61
H -3.14 1.12 1.12
H -2.01 1.00 2.56
H -2.52 1.24 -1.30
H -0.60 1.02 -2.80
H 1.87 1.50 -1.85
H 2.14 1.61 0.35
H 0.25 0.83 1.94
C 0.75 -2.97 -0.16
C 1.99 -2.95 0.78
H 0.46 -4.12 -0.10
H 0.01 -2.42 0.32
H 0.78 -2.60 -1.11
H 2.49 -3.93 0.84
H 1.80 -2.60 1.85
H 2.90 -2.34 0.35

No. 18
23
Properties=species:S:1:pos:R:3 method="wB97M-V/def2-TZVPD" spin_multiplicity=1 smiles=Cc1ccccc1.CC energy_ha=-351.2592 gap_ev=9.9 charge=0
C -1.73 -1.04 0.11
C -0.58 -0.40 0.85
C 0.00 -0.99 1.95
C 0.55 -0.15 2.89
C 0.98 1.13 2.64
C 0.76 1.60 1.36
C -0.12 0.94 0.54
H -2.61 -0.46 0.15
H -2.12 -1.98 0.47
H -1.56 -1.44 -0.88
H -0.14 -2.13 2.15
H 0.91 -0.52 3.90
H 1.57 1.76 3.32
H 1.19 2.46 1.00
H -0.73 1.42 -0.32
C 0.09 0.64 -2.38
C 0.82 -0.67 -2.77
H -0.28 1.12 -3.27
H -0.75 0.37 -1.71
H 0.75 1.35 -1.79
H 1.15 -1.07 -1.82
H 1.69 -0.45 -3.35
H 0.17 -1.48 -3.03

No. 19
23
Properties=species:S:1:pos:R:3 method="wB97M-V/def2-TZVPD" spin_multiplicity=1 smiles=Cc1ccccc1.CC energy_ha=-351.3167 gap_ev=10.0 charge=0
C -0.91 -0.42 -2.72
C -0.47 0.56 -1.66
C -0.14 0.06 -0.41
C 0.49 0.87 0.53
C 0.53 2.25 0.29
C 0.16 2.75 -0.93
C -0.36 1.92 -1.93
H -1.32 0.05 -3.62
H -1.57 -1.18 -2.31
H -0.06 -0.96 -3.17
H -0.20 -1.00 -0.21
H 0.81 0.49 1.49
H 0.76 2.91 1.12
H 0.24 3.82 -1.11
H -0.56 2.31 -2.92
C -0.14 -2.91 2.32
C 0.83 -3.26 3.43
H -0.18 -3.76 1.66
H -1.17 -2.73 2.64
H 0.14 -2.04 1.72
H 0.91 -2.59 4.29
H 1.84 -3.30 3.02
H 0.68 -4.29 3.77

No. 20
23
Properties=species:S:1:pos:R:3 method="wB97M-V/def2-TZVPD" spin_multiplicity=1 smiles=Cc1ccccc1.CC energy_ha=-351.3115 gap_ev=10.1 charge=0
C -2.17 0.01 0.86
C -0.98 -0.92 0.59
C 0.02 -1.00 1.55
C 1.10 -1.85 1.32
C 1.19 -2.54 0.10
C 0.15 -2.43 -0.82
C -0.92 -1.56 -0.62
H -2.24 0.08 1.95
H -3.12 -0.45 0.61
H -2.06 0.98 0.40
H -0.12 -0.56 2.53
H 1.88 -1.92 2.06
H 1.97 -3.24 -0.14
H 0.30 -2.89 -1.80
H -1.63 -1.27 -1.38
C 0.88 1.69 -0.96
C 0.71 3.23 -0.87
H 1.88 1.38 -1.28
H 0.84 1.22 0.02
H 0.21 1.26 -1.70
H 0.03 3.59 -1.63
H 0.39 3.48 0.14
H 1.69 3.70 -0.96

Energy above the lowest of the compared OMol25 structures with the same formula, charge and spin across the listed records, respectively: 483.3, 67.5, 261.6, 79.1, 392.8, 469.6, 90.9, 229.3, 616.7, 233.7, 353.4, 304.7, 40.0, 58.7, 193.5, 72.6, 167.6, 186.3, 35.3, 49.1 kJ/mol.